[1]
{
  "formula": "C5H15N2O",
  "method": "ωB97M-V with the def2-TZVPD basis set",
  "symbols": ["C", "N", "C", "N", "C", "C", "C", "H", "H", "H", "H", "H", "H", "H", "H", "H", "H", "H", "H", "H", "H", "H", "O"],
  "coordinates": [[-2.07, 0.29, -0.63], [-1.76, 1.50, -1.40], [-0.75, -0.38, -0.20], [0.40, 0.56, -0.10], [1.37, 0.04, 0.93], [0.47, -0.63, 1.97], [-0.86, -0.94, 1.24], [-2.62, -0.43, -1.19], [-2.71, 0.46, 0.24], [-1.21, 1.16, -2.19], [-2.62, 1.83, -1.83], [-0.48, -1.17, -0.89], [0.08, 1.47, 0.24], [0.92, 0.70, -0.96], [1.82, 0.95, 1.32], [2.04, -0.69, 0.50], [0.80, -1.56, 2.44], [0.40, 0.04, 2.83], [-1.04, -2.00, 1.20], [-1.68, -0.50, 1.80], [3.19, -0.98, -1.55], [3.49, 0.38, -2.17], [2.84, -0.09, -1.62]],
  "total_energy_ev": -10449.8308,
  "e_above_lowest_kcal_mol": 16.83,
  "charge": 1,
  "lumo_ev": -2.87,
  "homo_lumo_gap_ev": 10.8744,
  "fmax_ev_per_a": 1.52
}

---

[2]
{
  "formula": "C5H4S",
  "method": "ωB97M-V with the def2-TZVPD basis set",
  "symbols": ["C", "C", "C", "C", "C", "H", "H", "H", "H", "S"],
  "coordinates": [[1.67, 0.69, -0.01], [0.27, 0.15, -0.33], [-0.95, 0.09, -0.24], [-2.40, -0.11, -0.15], [-3.57, -0.51, -0.17], [3.05, -1.34, 0.98], [1.66, 1.22, 0.94], [1.89, 1.55, -0.80], [-4.49, -1.13, 0.05], [2.86, -0.61, -0.27]],
  "total_energy_ev": -16080.0719,
  "e_above_lowest_kcal_mol": 75.13,
  "charge": 0,
  "lumo_ev": 0.50,
  "homo_lumo_gap_ev": 9.7519,
  "smiles": "C#CC#CCS",
  "fmax_ev_per_a": 2.66
}

---

[3]
{
  "formula": "C3H8FNO2Si",
  "method": "ωB97M-V with the def2-TZVPD basis set",
  "symbols": ["C", "C", "C", "N", "O", "O", "F", "Si", "H", "H", "H", "H", "H", "H", "H", "H"],
  "coordinates": [[-1.32, 0.86, -0.12], [1.76, 0.45, 0.98], [1.03, 0.75, -0.36], [-2.40, 1.46, 0.14], [-1.30, -0.41, -0.24], [-0.20, 1.48, -0.29], [-2.25, 2.72, 0.52], [-0.97, -2.06, -0.70], [2.52, 1.19, 1.44], [0.99, 0.16, 1.62], [2.28, -0.57, 0.82], [0.83, -0.19, -0.82], [1.58, 1.46, -1.01], [-1.21, -2.38, -2.05], [-1.73, -2.89, 0.28], [0.39, -2.04, -0.22]],
  "total_energy_ev": -19417.4921,
  "e_above_lowest_kcal_mol": 15.26,
  "charge": 0,
  "lumo_ev": 0.38,
  "homo_lumo_gap_ev": 9.4086,
  "smiles": "CCO/C(=N\\F)O[SiH3]",
  "fmax_ev_per_a": 4.21
}

---

[4]
{
  "formula": "C19H26NO3",
  "method": "ωB97M-V with the def2-TZVPD basis set",
  "symbols": ["C", "O", "C", "C", "C", "C", "C", "O", "C", "C", "C", "H", "H", "H", "H", "H", "H", "H", "H", "H", "H", "H", "C", "C", "N", "C", "C", "C", "C", "C", "C", "C", "C", "O", "H", "H", "H", "H", "H", "H", "H", "H", "H", "H", "H", "H", "H", "H", "H"],
  "coordinates": [[7.31, -2.83, 1.71], [6.71, -1.56, 1.69], [5.31, -1.56, 1.70], [4.66, -0.31, 1.70], [3.30, -0.20, 1.71], [2.49, -1.37, 1.71], [1.09, -1.32, 1.72], [0.32, -2.44, 1.71], [-1.06, -2.15, 1.76], [3.14, -2.62, 1.69], [4.50, -2.71, 1.69], [8.39, -2.70, 1.72], [7.01, -3.37, 2.61], [7.03, -3.39, 0.81], [5.28, 0.57, 1.71], [2.83, 0.77, 1.72], [0.59, -0.36, 1.74], [-1.61, -3.09, 1.78], [-1.28, -1.58, 2.66], [-1.35, -1.58, 0.88], [2.53, -3.50, 1.69], [4.97, -3.68, 1.68], [-4.01, -2.15, -2.32], [-3.53, -0.75, -2.45], [-2.23, -0.47, -2.03], [-1.56, 0.79, -2.14], [-2.12, 1.98, -1.47], [-1.51, 3.17, -1.56], [-1.94, 4.42, -0.87], [-2.96, 4.17, 0.25], [-4.01, 3.14, -0.20], [-3.36, 1.81, -0.62], [-0.38, 0.81, -2.79], [-4.26, 0.10, -2.91], [-3.45, -2.70, -1.55], [-5.06, -2.16, -2.03], [-3.91, -2.69, -3.26], [-1.64, -1.26, -1.80], [-0.62, 3.25, -2.17], [-1.06, 4.94, -0.47], [-2.38, 5.10, -1.61], [-2.44, 3.79, 1.14], [-3.44, 5.10, 0.57], [-4.76, 2.97, 0.59], [-4.57, 3.55, -1.05], [-4.08, 1.21, -1.18], [-3.10, 1.23, 0.27], [0.21, 1.69, -2.88], [0.00, -0.08, -3.24]],
  "total_energy_ev": -27748.8911,
  "e_above_lowest_kcal_mol": 63.71,
  "charge": 1,
  "lumo_ev": -5.63,
  "homo_lumo_gap_ev": 4.6919,
  "fmax_ev_per_a": 4.04
}

---

[5]
{
  "formula": "C4H13NO2",
  "method": "ωB97M-V with the def2-TZVPD basis set",
  "symbols": ["C", "N", "C", "C", "C", "O", "H", "H", "H", "H", "H", "H", "H", "H", "H", "H", "H", "H", "H", "O"],
  "coordinates": [[-1.69, 1.08, 0.43], [-1.04, 0.06, -0.40], [0.51, 1.69, -1.47], [0.33, 0.29, -0.82], [1.37, 0.19, 0.34], [1.97, -1.13, 0.27], [-2.42, 0.55, 1.05], [-0.95, 1.41, 1.16], [-2.17, 1.91, -0.08], [-1.58, -0.07, -1.24], [0.15, 2.47, -0.79], [1.48, 1.98, -1.85], [-0.23, 1.79, -2.28], [0.64, -0.46, -1.54], [0.75, 0.20, 1.24], [2.16, 0.91, 0.28], [2.92, -1.00, 0.27], [-0.60, -2.67, 1.49], [-1.14, -1.47, 0.67], [-1.34, -2.04, 1.43]],
  "total_energy_ev": -9943.1955,
  "e_above_lowest_kcal_mol": 23.09,
  "charge": 0,
  "lumo_ev": 0.82,
  "homo_lumo_gap_ev": 10.0868,
  "smiles": "CN[C@@H](C)CO.O",
  "fmax_ev_per_a": 2.91
}

---

[6]
{
  "formula": "C4H19N3O4",
  "method": "ωB97M-V with the def2-TZVPD basis set",
  "symbols": ["C", "C", "C", "N", "C", "N", "N", "H", "H", "H", "H", "H", "H", "H", "H", "H", "H", "H", "H", "H", "O", "H", "H", "O", "H", "H", "O", "H", "H", "O"],
  "coordinates": [[1.91, 2.35, 0.75], [0.82, 2.71, -0.30], [-0.54, 2.11, -0.04], [-2.65, 0.22, -1.13], [-1.55, -0.11, -0.59], [-0.58, 0.65, -0.04], [1.51, 1.46, 1.82], [2.74, 1.86, 0.24], [2.32, 3.26, 1.18], [1.25, 2.47, -1.27], [0.66, 3.79, -0.28], [-0.89, 2.42, 0.95], [-1.36, 2.39, -0.70], [-2.96, 1.19, -1.12], [-1.34, -1.17, -0.56], [0.16, 0.24, 0.50], [1.92, 0.54, 1.87], [1.26, 1.86, 2.71], [1.30, -2.29, -0.71], [2.73, -2.73, -0.90], [1.96, -2.89, -0.34], [0.97, -2.48, 1.31], [-0.09, -1.90, 2.40], [0.62, -1.71, 1.78], [-3.57, -2.14, 0.07], [-3.53, -1.56, 1.48], [-3.04, -2.14, 0.88], [0.66, -0.29, -2.76], [0.97, -1.36, -3.75], [1.15, -1.13, -2.83]],
  "total_energy_ev": -17116.1228,
  "e_above_lowest_kcal_mol": 14.10,
  "charge": 0,
  "lumo_ev": 0.56,
  "homo_lumo_gap_ev": 8.9692,
  "smiles": "[H]/N=C\\NCCCN.O.O.O.O",
  "fmax_ev_per_a": 1.87
}

---

[7]
{
  "formula": "C31H42F6N5O4PTl",
  "method": "ωB97M-V with the def2-TZVPD basis set",
  "symbols": ["Tl", "C", "O", "C", "C", "C", "C", "C", "C", "N", "C", "N", "C", "C", "C", "C", "C", "C", "O", "C", "N", "C", "C", "C", "C", "C", "C", "O", "C", "H", "H", "H", "H", "H", "H", "H", "H", "H", "H", "H", "H", "H", "H", "H", "H", "H", "H", "H", "H", "H", "H", "C", "C", "N", "C", "C", "C", "C", "N", "H", "H", "H", "H", "H", "H", "H", "H", "H", "H", "H", "H", "H", "H", "F", "P", "F", "F", "F", "F", "F", "C", "C", "C", "O", "H", "H", "H", "H", "H", "H"],
  "coordinates": [[-0.09, 1.63, -0.23], [0.44, -6.19, 2.35], [-0.10, -4.90, 2.04], [-1.44, -4.80, 1.86], [-2.33, -5.86, 1.87], [-3.69, -5.62, 1.69], [-4.17, -4.33, 1.52], [-3.28, -3.26, 1.52], [-1.92, -3.50, 1.67], [-0.96, -2.45, 1.72], [-0.85, -1.42, 0.88], [-1.54, -1.48, -0.26], [-2.13, -0.50, -1.11], [-1.75, 0.82, -1.26], [-2.43, 1.67, -2.12], [-3.49, 1.18, -2.86], [-3.88, -0.15, -2.74], [-3.21, -0.99, -1.87], [-3.51, -2.29, -1.66], [-4.63, -2.85, -2.35], [0.08, -0.47, 1.15], [0.36, -0.21, 2.46], [-0.66, -0.15, 3.45], [-0.38, 0.22, 4.73], [0.95, 0.52, 5.12], [1.97, 0.44, 4.21], [1.72, 0.06, 2.88], [2.82, -0.09, 2.16], [2.91, -0.58, 0.82], [1.50, -6.04, 2.53], [0.30, -6.88, 1.52], [-0.03, -6.59, 3.25], [-1.98, -6.88, 2.01], [-4.38, -6.45, 1.69], [-5.22, -4.14, 1.40], [-3.64, -2.25, 1.42], [-0.19, -2.62, 2.35], [-2.01, -2.37, -0.39], [-2.15, 2.71, -2.20], [-4.03, 1.84, -3.53], [-4.72, -0.51, -3.32], [-4.47, -2.82, -3.43], [-5.54, -2.32, -2.09], [-4.69, -3.88, -2.02], [-1.68, -0.30, 3.14], [-1.19, 0.33, 5.44], [1.16, 0.80, 6.14], [3.00, 0.63, 4.50], [3.97, -0.75, 0.66], [2.56, 0.19, 0.12], [2.35, -1.50, 0.69], [4.45, 3.24, -2.86], [3.22, 3.16, -3.75], [2.64, 1.81, -3.84], [3.04, 0.98, -4.99], [4.26, 0.11, -4.71], [1.83, 1.36, -2.89], [1.19, 0.01, -3.07], [1.55, 2.04, -1.80], [4.79, 4.27, -2.78], [5.27, 2.65, -3.28], [4.26, 2.86, -1.86], [3.46, 3.47, -4.77], [2.44, 3.85, -3.41], [3.25, 1.67, -5.81], [2.19, 0.38, -5.31], [5.15, 0.72, -4.58], [4.43, -0.55, -5.55], [4.12, -0.50, -3.82], [0.45, 0.06, -3.87], [0.68, -0.30, -2.16], [1.93, -0.75, -3.33], [2.03, 2.93, -1.73], [-0.83, 2.36, 2.23], [-2.39, 2.94, 1.97], [-2.80, 2.47, 3.43], [-3.82, 3.47, 1.59], [-2.73, 1.46, 1.37], [-1.90, 4.36, 2.49], [-1.81, 3.35, 0.43], [0.76, 4.79, 1.18], [1.56, 3.61, 1.63], [2.45, 3.77, 2.80], [1.53, 2.52, 1.03], [0.52, 5.44, 2.02], [-0.16, 4.51, 0.67], [1.40, 5.35, 0.50], [2.95, 4.73, 2.78], [3.15, 2.95, 2.88], [1.79, 3.78, 3.68]],
  "total_energy_ev": -78747.0735,
  "e_above_lowest_kcal_mol": 14.03,
  "charge": 2,
  "multiplicity": 2,
  "lumo_ev": [-5.53, -8.14],
  "homo_lumo_gap_ev": [7.7323, 5.0650],
  "fmax_ev_per_a": 0.33,
  "s_squared": 0.7654
}

---

[8]
{
  "formula": "C49H47CeN2O4PS2Si",
  "method": "ωB97M-V with the def2-TZVPD basis set",
  "symbols": ["Ce", "O", "C", "O", "C", "C", "C", "C", "C", "C", "N", "C", "C", "C", "C", "C", "C", "N", "H", "H", "H", "H", "H", "H", "H", "H", "H", "H", "S", "P", "S", "C", "C", "C", "C", "C", "C", "C", "C", "C", "C", "C", "C", "H", "H", "H", "H", "H", "H", "H", "H", "H", "H", "C", "C", "O", "C", "C", "C", "C", "C", "C", "H", "H", "H", "H", "H", "H", "H", "H", "C", "C", "C", "C", "Si", "O", "C", "C", "C", "C", "C", "C", "C", "C", "C", "C", "C", "C", "H", "H", "H", "H", "H", "H", "H", "H", "H", "H", "H", "H", "H", "H", "H", "H", "H", "H", "H"],
  "coordinates": [[-0.46, -1.23, -0.12], [3.64, 0.93, 6.26], [2.38, 0.59, 6.69], [2.08, 0.79, 7.87], [1.54, -0.10, 5.63], [0.19, -0.11, 5.58], [-0.53, -0.70, 4.54], [0.17, -1.30, 3.52], [1.58, -1.22, 3.52], [2.24, -0.71, 4.59], [-0.47, -1.99, 2.43], [-1.50, -2.77, 2.59], [-2.10, -3.59, 1.61], [-3.07, -4.50, 2.03], [-3.65, -5.35, 1.11], [-3.20, -5.35, -0.22], [-2.20, -4.39, -0.54], [-1.68, -3.50, 0.31], [3.65, 1.00, 5.25], [-0.41, 0.34, 6.35], [-1.65, -0.59, 4.43], [2.09, -1.69, 2.66], [3.31, -1.07, 4.74], [-1.90, -2.90, 3.61], [-3.36, -4.58, 3.12], [-4.31, -6.15, 1.47], [-3.75, -5.96, -0.92], [-1.76, -4.39, -1.50], [1.43, 0.69, -0.63], [2.85, -0.70, -1.06], [2.10, -2.53, -1.13], [4.11, -0.63, 0.33], [4.97, -1.69, 0.43], [6.11, -1.56, 1.23], [6.34, -0.35, 1.96], [5.51, 0.73, 1.80], [4.41, 0.58, 0.94], [3.65, -0.16, -2.57], [4.75, -0.88, -2.97], [5.60, -0.41, -4.00], [5.23, 0.88, -4.55], [4.09, 1.53, -4.19], [3.23, 0.98, -3.26], [4.77, -2.67, 0.00], [6.82, -2.36, 1.40], [7.21, -0.38, 2.59], [5.67, 1.71, 2.36], [3.73, 1.42, 0.83], [4.86, -1.91, -2.62], [6.46, -0.95, -4.36], [5.83, 1.29, -5.35], [3.91, 2.49, -4.65], [2.25, 1.40, -3.01], [-2.79, -2.98, -3.35], [-1.47, -2.38, -3.26], [-1.08, -1.74, -2.19], [-0.53, -2.42, -4.35], [0.63, -1.62, -4.33], [1.67, -1.81, -5.24], [1.43, -2.75, -6.27], [0.23, -3.49, -6.39], [-0.76, -3.36, -5.42], [-3.60, -2.59, -2.63], [-2.75, -4.09, -3.40], [-3.15, -2.71, -4.37], [0.78, -0.93, -3.44], [2.60, -1.27, -5.15], [2.16, -2.90, -7.11], [0.12, -4.21, -7.23], [-1.68, -3.95, -5.49], [-4.21, 3.29, -1.02], [-2.95, 2.48, -1.27], [-1.94, 3.27, -2.13], [-3.33, 1.21, -2.07], [-2.20, 2.06, 0.43], [-1.48, 0.57, 0.27], [-3.49, 2.06, 1.82], [-3.26, 2.71, 3.05], [-4.05, 2.41, 4.15], [-5.28, 1.72, 3.92], [-5.64, 1.37, 2.63], [-4.73, 1.49, 1.57], [-0.99, 3.44, 0.94], [-1.45, 4.75, 1.00], [-0.57, 5.81, 1.25], [0.84, 5.60, 1.26], [1.27, 4.27, 1.15], [0.35, 3.21, 1.22], [-4.68, 3.63, -1.93], [-3.99, 4.23, -0.49], [-4.89, 2.74, -0.46], [-2.27, 3.24, -3.22], [-0.99, 2.82, -2.14], [-1.82, 4.26, -1.69], [-4.09, 1.53, -2.84], [-3.75, 0.35, -1.51], [-2.44, 0.78, -2.56], [-2.41, 3.33, 3.15], [-3.77, 2.83, 5.11], [-5.88, 1.53, 4.80], [-6.49, 0.76, 2.42], [-5.07, 0.99, 0.62], [-2.52, 5.01, 0.98], [-1.01, 6.81, 1.32], [1.51, 6.46, 1.39], [2.35, 4.02, 1.05], [0.71, 2.18, 1.31]],
  "total_energy_ev": -114501.8626,
  "charge": 2,
  "lumo_ev": [-7.66, -7.65],
  "homo_lumo_gap_ev": [5.1441, 5.1582],
  "fmax_ev_per_a": 3.72
}

---

[9]
{
  "formula": "C34H46BF4LiO14",
  "method": "ωB97M-V with the def2-TZVPD basis set",
  "symbols": ["Li", "B", "F", "F", "F", "F", "C", "O", "H", "H", "H", "H", "C", "O", "H", "H", "H", "H", "C", "O", "H", "H", "H", "H", "C", "O", "H", "H", "H", "H", "C", "C", "C", "C", "C", "C", "O", "O", "H", "H", "H", "H", "H", "H", "C", "C", "C", "C", "C", "C", "O", "O", "H", "H", "H", "H", "H", "H", "C", "C", "C", "C", "C", "C", "O", "O", "H", "H", "H", "H", "H", "H", "C", "C", "C", "C", "C", "C", "O", "O", "H", "H", "H", "H", "H", "H", "C", "C", "C", "C", "C", "C", "O", "O", "H", "H", "H", "H", "H", "H"],
  "coordinates": [[-4.19, -0.45, -1.86], [-1.74, 0.04, 0.14], [-2.95, 0.41, -0.44], [-1.48, 0.62, 1.36], [-1.89, -1.36, 0.09], [-0.73, 0.49, -0.73], [-4.42, -3.04, -2.84], [-3.95, -2.30, -1.73], [-3.91, -2.47, -3.71], [-5.51, -2.58, -2.98], [-4.23, -4.18, -2.84], [-4.43, -2.73, -1.02], [-2.78, 4.13, 3.59], [-2.36, 2.77, 3.89], [-3.74, 4.26, 4.06], [-3.06, 3.98, 2.66], [-1.90, 4.75, 3.89], [-2.70, 2.16, 3.25], [-0.46, -1.07, -3.96], [-1.01, 0.25, -3.38], [-0.84, -1.26, -4.91], [-0.27, -1.89, -3.22], [0.53, -0.71, -4.08], [-0.52, 0.31, -2.56], [-3.89, 4.10, 0.04], [-3.91, 2.84, 0.75], [-4.94, 4.38, 0.13], [-3.77, 3.82, -1.18], [-3.00, 4.68, 0.46], [-3.13, 2.61, 0.83], [2.57, -1.06, 0.51], [2.93, 0.29, 0.35], [4.27, 0.60, 0.26], [5.22, -0.33, 0.41], [4.90, -1.68, 0.49], [3.59, -2.08, 0.53], [3.16, -3.34, 0.82], [4.71, 1.92, 0.25], [1.57, -1.12, 0.48], [2.01, 1.16, 0.17], [6.24, -0.27, 0.51], [5.75, -2.38, 0.31], [2.22, -3.58, 1.01], [3.86, 2.48, 0.30], [-3.51, -4.87, 4.27], [-2.91, -4.89, 2.91], [-2.58, -3.78, 2.29], [-2.78, -2.49, 2.97], [-3.35, -2.51, 4.25], [-3.72, -3.70, 4.90], [-4.23, -3.64, 6.13], [-2.07, -3.66, 1.02], [-3.83, -5.69, 4.93], [-2.85, -5.87, 2.30], [-2.61, -1.62, 2.69], [-3.54, -1.52, 4.87], [-4.70, -2.87, 6.25], [-2.19, -2.75, 0.61], [1.07, 2.50, 2.76], [2.13, 2.77, 3.73], [2.68, 4.02, 3.69], [2.43, 4.95, 2.77], [1.35, 4.63, 1.80], [0.62, 3.46, 1.79], [-0.26, 3.15, 0.87], [3.58, 4.35, 4.78], [0.42, 1.62, 2.98], [2.31, 2.22, 4.62], [2.68, 5.91, 2.65], [0.97, 5.43, 1.00], [-0.20, 2.10, 0.93], [3.86, 5.14, 4.70], [2.69, 3.44, -4.34], [3.24, 4.48, -3.51], [2.96, 4.38, -2.19], [2.22, 3.38, -1.58], [1.65, 2.42, -2.48], [1.73, 2.58, -3.88], [1.02, 1.69, -4.76], [3.61, 5.30, -1.36], [2.93, 3.42, -5.33], [4.02, 5.26, -3.96], [2.23, 3.52, -0.46], [1.13, 1.67, -2.10], [0.46, 1.29, -4.28], [4.23, 6.08, -1.78], [0.91, -4.57, -1.40], [2.10, -4.80, -2.00], [2.21, -4.98, -3.45], [1.12, -4.62, -4.27], [-0.11, -4.26, -3.66], [-0.16, -4.27, -2.17], [-1.34, -4.10, -1.53], [3.40, -5.33, -3.98], [0.87, -4.63, -0.23], [3.02, -5.03, -1.43], [1.40, -4.39, -5.25], [-0.78, -4.04, -4.34], [-1.53, -4.14, -0.59], [4.22, -5.35, -3.27]],
  "total_energy_ev": -76413.7318,
  "e_above_lowest_kcal_mol": 108.87,
  "charge": 0,
  "lumo_ev": -1.32,
  "homo_lumo_gap_ev": 6.2649,
  "fmax_ev_per_a": 13.05
}